(1)
The following is a quantum chemistry calculation of a cluster of 5 separate species, C40H74ClN2O11 in total at a distorted geometry, from the OMol25 dataset.

```
128
Properties=species:S:1:pos:R:3:mulliken_charge:R:1
C -0.3423 -1.6784 5.6645 -0.746
C 0.8697 -2.2422 5.7301 -0.235
C 1.5470 -2.9180 4.5595 -1.222
C 1.1481 -2.2724 3.2726 -0.361
C 0.1713 -2.8232 2.4150 1.876
Cl -0.5794 -4.2966 2.8058 -0.156
C -0.1443 -2.1505 1.2548 0.068
C -1.1426 -2.6365 0.2657 -2.726
C -2.6229 -2.2437 0.6127 0.171
C -2.8528 -1.5887 1.9701 1.012
C -4.3561 -1.4157 2.2233 -0.346
C -4.9538 -2.6706 2.8735 -0.723
C -6.4753 -2.7436 2.6747 -0.613
C -7.2268 -2.2107 3.8950 -0.637
O -8.5070 -1.7156 3.5423 -0.396
C -8.4871 -0.3314 3.3007 -0.586
C 0.5326 -0.9315 1.0442 0.457
O 0.2564 -0.2795 -0.0693 -0.463
C 0.1641 1.1585 0.0427 -1.615
C -0.9213 1.6422 0.9925 2.843
C -2.2829 1.4486 0.3213 -2.304
C -0.6943 3.1718 1.1784 -1.804
C -0.1087 3.5926 2.5318 0.618
C -1.2089 3.6977 3.5967 -1.562
C 1.0425 2.7233 3.0248 -1.246
N 1.4405 -0.4189 1.8372 -0.729
N 1.7049 -1.1370 2.9108 1.624
O 2.6593 -0.6071 3.7236 -0.377
C 3.9467 -0.5339 3.0459 -0.390
C 4.3100 -1.7704 2.2480 -0.846
H -1.0099 -1.7669 6.5101 0.342
H -0.6760 -1.1351 4.7877 0.151
H 1.4434 -2.1983 6.6483 0.439
H 2.6265 -2.8544 4.6845 0.329
H 1.3051 -3.9745 4.5354 0.620
H -1.0895 -3.7226 0.2829 0.427
H -0.8936 -2.3217 -0.7409 0.423
H -3.0159 -1.6169 -0.1844 -0.202
H -3.2170 -3.1564 0.5932 0.748
H -2.3281 -0.6332 2.0456 -0.958
H -2.4502 -2.2234 2.7602 0.289
H -4.8539 -1.2694 1.2654 -0.290
H -4.5164 -0.5421 2.8524 0.485
H -4.4773 -3.5709 2.4892 0.481
H -4.7599 -2.6093 3.9474 0.370
H -6.7821 -2.1683 1.8029 0.259
H -6.7839 -3.7734 2.5000 0.310
H -6.6410 -1.3933 4.3294 0.370
H -7.3492 -2.9886 4.6452 0.339
H -8.2382 0.2414 4.1997 0.306
H -9.4757 -0.0247 2.9745 0.293
H -7.7494 -0.0751 2.5321 0.136
H -0.1123 1.5005 -0.9513 0.472
H 1.1326 1.6104 0.2441 0.489
H -0.8727 1.1957 1.9852 -0.327
H -3.0626 1.7596 1.0149 0.415
H -2.4736 0.4339 -0.0085 0.201
H -2.3487 2.1316 -0.5253 0.707
H -0.0060 3.5001 0.3925 0.450
H -1.6260 3.6919 0.9731 0.525
H 0.2893 4.6019 2.4076 0.517
H -1.4303 2.7202 4.0232 0.236
H -2.0991 4.1661 3.1855 0.415
H -0.8613 4.3619 4.3868 0.452
H 1.7877 2.5158 2.2608 0.218
H 0.6515 1.7759 3.3993 0.051
H 1.5192 3.2090 3.8742 0.540
H 4.0116 0.3793 2.4610 0.255
H 4.6590 -0.4133 3.8578 0.471
H 3.9563 -1.6471 1.2251 0.253
H 5.3840 -1.8939 2.1779 0.470
H 3.8462 -2.6755 2.6323 0.125
O -4.6582 -0.2067 -0.5568 -0.515
C -5.4104 0.2008 -1.4087 0.681
O -5.3770 -0.3646 -2.6151 -0.368
C -6.3209 -0.0544 -3.6600 -0.621
C -5.9527 1.1936 -4.4271 -0.482
C -6.3202 1.3772 -1.1482 -1.116
H -7.3306 -0.0074 -3.2499 0.350
H -6.2919 -0.9166 -4.3224 0.362
H -5.9452 2.0753 -3.7832 0.265
H -6.6636 1.3648 -5.2422 0.108
H -4.9524 1.0950 -4.8509 0.317
H -5.7376 2.2930 -1.2387 0.253
H -6.6965 1.2959 -0.1310 0.242
H -7.1776 1.4344 -1.8124 0.427
O -7.3383 1.7482 -7.1219 -0.627
C -7.8593 2.7423 -7.5551 0.872
O -8.2697 3.6795 -6.6852 -0.362
C -8.7757 4.9582 -7.0894 -0.438
C -10.2427 4.8995 -7.4591 -0.953
C -8.1231 2.9150 -9.0311 -1.183
H -8.1619 5.3753 -7.8886 0.380
H -8.6393 5.6007 -6.2219 0.305
H -10.4194 4.2424 -8.3103 0.276
H -10.6094 5.8940 -7.7124 0.354
H -10.8264 4.5120 -6.6245 0.308
H -9.0151 2.3476 -9.2923 0.288
H -7.2745 2.5090 -9.5756 0.326
H -8.2518 3.9469 -9.3463 0.352
O 6.1102 -3.0601 0.0601 -0.585
C 7.0286 -2.5346 -0.5155 0.847
O 7.8985 -1.8107 0.1996 -0.360
C 9.1075 -1.2560 -0.3489 -0.345
C 8.8513 0.0538 -1.0614 -1.009
C 7.1680 -2.6153 -2.0171 -1.046
H 9.6069 -1.9868 -0.9854 0.383
H 9.7639 -1.0827 0.5007 0.261
H 8.1765 -0.0697 -1.9096 0.313
H 9.7898 0.4716 -1.4242 0.325
H 8.3866 0.7678 -0.3812 0.307
H 6.4888 -1.8939 -2.4689 0.261
H 6.8800 -3.6159 -2.3299 0.328
H 8.1748 -2.4339 -2.3825 0.327
O 12.3429 -0.0227 1.0209 -0.537
C 13.1474 -0.1594 0.1411 0.885
O 12.7355 -0.6565 -1.0432 -0.375
C 13.5729 -0.7215 -2.2039 -0.431
C 14.4708 -1.9409 -2.1923 -0.990
C 14.6122 0.1383 0.3579 -1.160
H 14.1345 0.2062 -2.3214 0.367
H 12.8843 -0.7804 -3.0449 0.340
H 15.1580 -1.9289 -1.3470 0.282
H 15.0572 -1.9887 -3.1097 0.362
H 13.8728 -2.8485 -2.1102 0.310
H 15.0625 -0.7015 0.8850 0.274
H 14.6871 1.0265 0.9798 0.326
H 15.1722 0.3284 -0.5538 0.350
```

Properties
Total charge: +1
LUMO level: -3.37 eV
Frontier orbital gap: 7.6 eV
Multiplicity: 1
DFT total energy: -2965.5260 Eh

---

(2)
The following is a quantum chemistry calculation of a cluster of 10 separate species, C40H74O13 in total at a distorted geometry, from the OMol25 dataset.

```
127
Properties=species:S:1:pos:R:3:mulliken_charge:R:1
O 1.3616 6.0625 2.1788 -0.609
C 0.9249 4.9511 2.1828 0.458
C -0.4133 4.4519 1.6977 -0.423
C -0.0938 2.9577 1.4276 2.057
C 0.9631 2.6796 2.4658 0.109
O 1.7040 3.9005 2.5147 -0.451
H -1.1864 4.5093 2.4683 0.404
H -0.7709 4.9394 0.7965 0.068
H -0.8432 2.1929 1.2382 -0.451
H 0.4194 3.0316 0.4578 -1.239
H 0.5188 2.4060 3.4279 0.211
H 1.7352 1.9363 2.2516 -0.094
O 0.8822 1.1186 -3.8172 -0.507
C 1.5974 1.9060 -3.2664 0.155
C 2.5110 2.9545 -3.9057 -0.654
C 2.4910 3.9944 -2.7933 -0.546
C 2.4277 3.1750 -1.5100 -0.282
O 1.7045 2.0150 -1.9391 0.242
H 3.4878 2.4867 -4.0374 0.171
H 2.0865 3.3391 -4.8271 0.428
H 3.1938 4.8258 -2.7433 0.502
H 1.5281 4.5173 -2.8498 0.046
H 3.4474 2.9826 -1.1650 0.372
H 2.0009 3.7837 -0.7140 -0.006
O -1.5786 1.5448 4.2501 -0.625
C -2.2410 0.6166 3.8723 0.603
C -3.2043 0.5036 2.6795 0.107
C -3.5034 -0.9929 2.6245 0.283
C -2.8750 -1.6089 3.8860 -0.701
O -2.1702 -0.5530 4.5237 -0.312
H -4.1517 0.9982 2.8887 0.535
H -2.7280 0.9075 1.7930 -0.490
H -4.5719 -1.2002 2.5825 0.357
H -3.0841 -1.4524 1.7297 -0.241
H -3.5652 -2.1041 4.5783 0.347
H -2.1845 -2.4496 3.7558 0.278
C -4.1267 -0.5967 -4.6091 -0.509
C -2.9644 -0.5288 -3.6681 0.494
C -1.7380 -0.2415 -4.6308 -0.098
O -2.1206 -1.0084 -5.7882 -0.469
C -3.5106 -1.1916 -5.8736 -0.605
H -4.2775 0.4640 -4.8503 0.192
H -5.0609 -1.0963 -4.3688 0.253
H -2.7306 -1.4913 -3.2097 0.167
H -2.9214 0.3412 -3.0133 -0.272
H -0.8221 -0.6313 -4.1994 0.046
H -1.5965 0.8205 -4.8416 0.188
H -3.6881 -2.2712 -5.9502 0.303
H -3.9388 -0.6982 -6.7535 0.316
C -5.3219 -3.3604 -0.1818 -0.089
C -6.7429 -3.8023 -0.6259 -0.710
C -7.1224 -2.7583 -1.7128 -0.445
O -6.1278 -1.7525 -1.6689 -0.385
C -4.9550 -2.3446 -1.2530 -0.094
H -4.5931 -4.1586 -0.0528 0.457
H -5.3983 -2.8325 0.7723 -0.087
H -7.3675 -3.8264 0.2668 0.317
H -6.7931 -4.8221 -1.0100 0.244
H -8.1023 -2.3374 -1.4873 0.321
H -7.2148 -3.2302 -2.6946 0.291
H -4.1807 -1.7001 -0.8242 0.105
H -4.4079 -2.9021 -2.0364 0.108
C 5.5483 -2.4575 2.7907 -0.625
C 5.5345 -0.9449 2.8367 -0.651
C 3.9940 -0.7382 2.5611 0.205
O 3.3437 -1.9725 2.7154 -0.314
C 4.2333 -2.8437 3.4593 -0.408
H 6.4215 -2.9157 3.2731 0.435
H 5.6399 -2.8431 1.7733 0.169
H 6.1204 -0.4112 2.0967 0.365
H 5.7229 -0.6102 3.8565 0.308
H 3.9537 -0.3666 1.5352 -0.156
H 3.5523 -0.0234 3.2600 0.103
H 3.9029 -3.8755 3.3464 0.336
H 4.1091 -2.6225 4.5238 0.200
C 6.1552 -0.9089 -2.0142 -0.519
C 5.1937 -2.0865 -2.2016 -0.423
C 4.1654 -1.5487 -3.2021 -0.083
O 4.4023 -0.1535 -3.3479 -0.371
C 5.3855 0.3418 -2.4383 -0.134
H 7.0237 -1.0825 -2.6538 0.266
H 6.5933 -0.8756 -1.0139 0.286
H 4.8376 -2.5204 -1.2675 0.138
H 5.6536 -2.9352 -2.7143 0.311
H 3.1538 -1.7574 -2.8452 -0.026
H 4.3136 -1.9825 -4.1891 0.304
H 4.9160 0.8930 -1.6155 -0.035
H 5.9586 1.0290 -3.0644 0.338
C -1.5277 4.3646 -2.2181 0.767
C -2.4109 3.1689 -2.3602 0.720
C -3.2376 3.4439 -3.6132 -0.495
O -2.8973 4.7480 -4.1009 -0.505
C -1.5799 5.0712 -3.5697 -0.713
H -0.4726 4.1655 -1.9965 -0.612
H -1.8921 4.9243 -1.3565 0.104
H -3.1530 3.2199 -1.5590 0.376
H -2.0442 2.1442 -2.3655 -0.931
H -4.2885 3.4181 -3.3329 0.338
H -3.0072 2.6876 -4.3694 0.237
H -1.3910 6.1403 -3.5163 0.389
H -0.8842 4.6065 -4.2776 0.288
C 1.5429 -3.5127 6.2019 -0.603
C 0.8241 -2.8247 5.0717 0.204
C 1.2523 -1.3652 5.3303 0.437
O 0.9413 -1.2203 6.7209 -0.507
C 1.2187 -2.4740 7.3324 -0.613
H 2.6053 -3.6471 6.0178 0.184
H 1.0675 -4.4468 6.4992 0.362
H -0.2582 -2.9082 5.1788 0.021
H 1.0471 -3.0717 4.0303 0.094
H 0.8515 -0.5452 4.7340 -0.084
H 2.3410 -1.1822 5.3395 -0.087
H 0.3307 -2.7520 7.9080 0.295
H 2.0580 -2.2917 8.0169 0.326
C 1.4286 -0.8824 0.2043 0.359
C 0.5290 -1.3341 -0.9436 -0.700
C -0.6917 -0.4694 -0.6239 1.313
O -0.8576 -0.5969 0.7868 -0.550
C 0.4597 -0.7935 1.3919 0.432
H 1.8180 0.1220 0.0375 -0.392
H 2.1520 -1.6593 0.4472 0.388
H 0.3657 -2.4083 -0.9108 0.451
H 0.9800 -0.9839 -1.8738 0.180
H -1.5878 -0.8265 -1.1365 -0.532
H -0.5248 0.5504 -0.9890 -0.698
H 0.4578 -1.7679 1.8818 -0.085
H 0.6102 0.0310 2.0831 -0.316
```

Properties
Total charge: 0
LUMO level: 0.47 eV
Frontier orbital gap: 9.7 eV
ΔE to the lowest compared entry with this formula, charge and spin: 25.0 kcal per mole
Multiplicity: 1
DFT total energy: -2546.4779 Eh